Record 1
{"formula": "C23H27ClN4O2", "method": "wB97M-V/def2-TZVPD", "symbols": ["Cl", "O", "O", "N", "N", "N", "N", "C", "C", "C", "C", "C", "C", "C", "C", "C", "C", "C", "C", "C", "C", "C", "C", "C", "C", "C", "C", "C", "C", "C", "H", "H", "H", "H", "H", "H", "H", "H", "H", "H", "H", "H", "H", "H", "H", "H", "H", "H", "H", "H", "H", "H", "H", "H", "H", "H", "H"], "positions_angstrom": [[-2.200, -0.758, -2.679], [2.623, -1.710, -1.177], [1.416, 0.584, 1.553], [-0.823, 0.400, 1.576], [2.330, 0.538, -1.232], [0.529, -0.871, -1.570], [5.140, 0.297, 0.898], [-0.930, -3.266, 0.813], [0.357, 0.785, 0.985], [-3.198, 0.127, 1.766], [-5.680, -0.173, 1.961], [1.899, -0.745, -1.292], [-2.228, 1.373, -0.089], [-2.261, -3.242, 0.430], [0.012, -2.512, 0.144], [4.287, 1.232, 0.206], [-2.647, -2.467, -0.651], [-4.608, 1.138, 0.117], [-0.357, -1.711, -0.937], [-2.083, 0.626, 1.095], [4.447, -0.893, 1.349], [-4.464, 0.369, 1.277], [3.757, 0.796, -1.189], [-1.035, 1.738, -0.780], [-3.527, 1.645, -0.569], [1.448, 1.689, -1.119], [0.198, 1.422, -0.319], [-1.702, -1.721, -1.323], [-3.729, 2.457, -1.810], [6.372, -0.011, 0.211], [3.434, 1.415, 0.862], [-2.998, -3.825, 0.960], [4.851, 2.164, 0.097], [-3.057, -0.456, 2.664], [5.098, -1.435, 2.036], [-4.788, 2.632, -1.979], [-0.622, -3.876, 1.649], [7.036, -0.527, 0.905], [4.162, -1.566, 0.530], [3.545, -0.590, 1.877], [-0.727, -0.104, 2.450], [-3.327, 1.934, -2.677], [3.980, 1.565, -1.936], [-5.412, -0.705, 2.870], [-1.130, 2.237, -1.734], [4.244, -0.132, -1.490], [2.025, 2.473, -0.618], [-6.365, 0.634, 2.215], [-3.228, 3.420, -1.729], [0.114, -0.222, -2.224], [-5.605, 1.332, -0.252], [6.852, 0.916, -0.101], [6.242, -0.654, -0.673], [-6.207, -0.859, 1.298], [1.047, -2.526, 0.445], [1.170, 2.057, -2.118], [-3.677, -2.438, -0.971]], "de_lowest_ev": 0.284, "multiplicity": 1, "gap_ev": 7.86, "total_energy_ha": -1722.398591, "e_homo_ha": -0.28363}


Record 2
{"formula": "C27H39N9O2W", "method": "wB97M-V/def2-TZVPD", "symbols": ["W", "O", "O", "N", "N", "N", "N", "N", "N", "N", "N", "N", "C", "C", "C", "C", "C", "C", "C", "C", "C", "C", "C", "C", "C", "C", "C", "C", "C", "C", "C", "C", "C", "C", "C", "C", "C", "C", "C", "H", "H", "H", "H", "H", "H", "H", "H", "H", "H", "H", "H", "H", "H", "H", "H", "H", "H", "H", "H", "H", "H", "H", "H", "H", "H", "H", "H", "H", "H", "H", "H", "H", "H", "H", "H", "H", "H", "H"], "positions_angstrom": [[-0.417, -0.317, -0.708], [0.368, -1.988, -0.092], [-1.303, 1.389, -0.842], [-3.356, -0.934, 2.656], [0.542, -0.985, -2.504], [-2.066, -0.841, -2.013], [-1.313, -0.363, 1.430], [2.494, 1.646, -1.536], [1.260, 0.648, 0.183], [-1.209, -1.309, 3.691], [-2.017, 0.937, 3.386], [3.538, 1.059, 0.445], [-3.554, 1.021, -1.569], [3.654, 1.449, -2.396], [3.559, -3.501, 0.693], [1.645, -2.381, -0.214], [-1.390, 0.996, 2.095], [-2.730, -0.887, 1.362], [-1.259, 0.039, 4.254], [2.416, 1.115, -0.299], [-3.377, 0.413, 3.229], [-5.201, 2.740, -1.180], [4.561, 2.102, 0.390], [3.621, 0.181, 1.602], [-1.619, -1.757, -3.083], [1.661, -1.640, -2.549], [1.384, 2.353, -2.151], [-2.579, -1.807, 3.539], [2.244, -3.103, 0.821], [-2.577, 1.823, -0.956], [-3.167, -0.196, -2.233], [-0.366, -1.105, -3.663], [-0.585, -1.272, 2.397], [2.369, -2.112, -1.392], [-2.906, 3.092, -0.480], [-4.214, 3.529, -0.586], [3.696, -2.568, -1.509], [4.298, -3.226, -0.464], [-4.867, 1.506, -1.692], [3.310, 1.057, -3.356], [-3.865, 0.381, 4.202], [-2.688, -1.888, 0.923], [4.025, -4.051, 1.500], [4.336, 0.731, -1.951], [1.788, 3.187, -2.725], [0.715, 2.738, -1.387], [-4.475, 4.509, -0.209], [3.112, -0.761, 1.401], [0.447, -0.921, 2.486], [-3.058, -1.845, 4.516], [0.818, 1.717, -2.839], [-0.378, 1.394, 2.187], [1.300, 0.587, 1.194], [-0.243, 0.422, 4.371], [4.670, -0.034, 1.797], [-3.816, -0.536, -3.040], [-0.582, -2.272, 1.965], [0.092, -1.711, -4.446], [4.233, -2.400, -2.434], [3.203, 0.647, 2.501], [-2.554, -2.815, 3.121], [-1.731, 0.001, 5.235], [5.513, 1.704, 0.037], [-3.945, 1.077, 2.574], [2.026, -1.966, -3.523], [1.672, -3.340, 1.706], [-2.136, 3.705, -0.035], [-3.294, -0.227, 0.702], [-0.604, -0.116, -4.063], [-1.382, -2.731, -2.652], [5.320, -3.566, -0.546], [-6.214, 3.108, -1.255], [4.242, 2.910, -0.261], [4.701, 2.503, 1.394], [-5.610, 0.895, -2.187], [-1.966, 1.651, 1.447], [-2.401, -1.876, -3.835], [4.183, 2.385, -2.582]], "de_lowest_ev": 0.000, "multiplicity": 1, "total_charge": 2, "gap_ev": [7.17, 7.22], "total_energy_ha": -1762.203943, "e_homo_ha": [-0.49773, -0.49346]}